1.
The following is a DFT calculation (ωB97M-V with the def2-TZVPD basis set) of C37H28CrFIN2O3P as an isolated structure.

* ⟨S²⟩: 6.015
* HOMO level (spin up / spin down): -4.22 / -4.72 eV
* gap between HOMO and LUMO (spin up / spin down): 6.59 / 7.09 eV
* E: -96478.830 eV
* total charge: -1
* multiplicity: 5

Each line ends with the Löwdin charge.
Positions of all 74 atoms, in Å:
Cr  -1.926  0.515  0.921  0.76
C  -1.637  3.995  -3.681  -0.09
O  -2.314  3.340  -2.630  -0.09
C  -2.873  2.110  -2.902  -0.21
C  -3.477  1.809  -4.097  -0.03
C  -4.090  0.561  -4.298  -0.12
C  -4.103  -0.352  -3.271  -0.08
C  -3.493  -0.075  -2.036  -0.14
C  -3.580  -1.075  -0.992  -0.07
N  -3.037  -0.978  0.169  -0.10
N  -3.306  -2.027  1.055  0.07
C  -2.705  -1.782  2.193  -0.48
O  -1.952  -0.764  2.428  -0.22
C  -2.900  -2.768  3.294  -0.14
C  -2.139  -2.657  4.451  -0.05
C  -2.292  -3.573  5.483  -0.09
C  -3.217  -4.600  5.371  -0.11
C  -3.995  -4.702  4.222  -0.10
C  -3.839  -3.792  3.190  -0.04
C  -2.834  1.168  -1.829  -0.28
O  -2.230  1.479  -0.739  -0.15
H  -2.326  4.404  -4.427  0.08
H  -0.938  3.324  -4.178  0.09
H  -1.085  4.818  -3.229  0.08
H  -3.484  2.542  -4.894  0.10
H  -4.569  0.340  -5.243  0.09
H  -4.597  -1.309  -3.401  0.10
H  -4.172  -1.971  -1.187  0.12
H  -1.440  -1.836  4.537  0.08
H  -1.688  -3.482  6.378  0.10
H  -3.336  -5.316  6.175  0.09
H  -4.725  -5.498  4.136  0.09
H  -4.433  -3.855  2.289  0.10
I  1.158  -1.600  2.881  1.07
C  3.196  -1.510  2.360  -0.60
C  3.983  -2.279  3.174  -0.20
C  5.364  -2.426  2.947  -0.09
C  5.927  -1.799  1.884  -0.06
C  5.148  -0.992  1.019  -0.17
C  5.796  -0.391  -0.085  -0.05
C  5.096  0.357  -0.978  -0.07
C  3.725  0.566  -0.762  -0.10
C  3.044  0.059  0.318  -0.28
P  1.273  0.676  0.511  1.04
C  1.536  2.468  0.222  -0.36
C  2.659  3.115  0.738  -0.10
C  2.785  4.495  0.656  -0.10
C  1.786  5.249  0.056  -0.10
C  0.654  4.614  -0.436  -0.08
C  0.517  3.237  -0.341  -0.09
C  0.729  -0.009  -1.119  -0.37
C  0.221  -1.308  -1.050  -0.12
C  -0.234  -1.963  -2.183  -0.08
C  -0.191  -1.327  -3.414  -0.09
C  0.310  -0.037  -3.495  -0.08
C  0.756  0.625  -2.357  -0.09
C  3.744  -0.795  1.238  -0.18
H  3.525  -2.796  4.006  0.07
H  5.956  -3.053  3.602  0.10
H  6.983  -1.909  1.667  0.11
H  6.861  -0.555  -0.206  0.11
H  5.588  0.810  -1.829  0.10
H  3.186  1.183  -1.469  0.10
H  3.449  2.539  1.205  0.10
H  3.661  4.981  1.067  0.09
H  1.883  6.326  -0.014  0.09
H  -0.146  5.193  -0.882  0.10
H  -0.402  2.769  -0.675  0.08
H  0.177  -1.810  -0.088  0.06
H  -0.643  -2.963  -2.100  0.11
H  -0.564  -1.822  -4.302  0.10
H  0.334  0.462  -4.455  0.10
H  1.119  1.643  -2.439  0.10
F  -1.215  1.982  1.870  -0.54

***

2.
The following is a DFT calculation (ωB97M-V with the def2-TZVPD basis set) of one molecule with the formula C5H13N2OP in a non-equilibrium geometry.

* HOMO level (spin up / spin down): -8.53 / -6.64 eV
* gap between HOMO and LUMO (spin up / spin down): 8.71 / 6.45 eV
* E: -19708.254 eV

Each line ends with the Löwdin charge.
Positions of all 22 atoms, in Å:
C  2.010  0.039  -0.553  -0.25
C  1.131  0.655  0.712  -0.24
C  4.343  0.403  -0.060  -0.19
C  -2.945  -0.754  1.091  -0.16
C  -3.522  -0.299  -1.275  -0.15
N  3.237  0.620  -0.913  -0.05
N  -2.709  0.026  -0.077  -0.56
O  -0.258  0.359  0.639  -0.50
P  -1.504  1.170  -0.227  0.92
H  2.133  -0.999  -0.129  0.12
H  1.378  0.060  -1.423  0.08
H  1.451  0.146  1.634  0.11
H  1.402  1.710  0.664  0.10
H  5.054  -0.407  -0.511  0.11
H  5.049  1.252  -0.184  0.07
H  4.100  0.085  0.994  0.09
H  -3.406  -1.768  0.807  0.11
H  -2.008  -0.873  1.677  0.07
H  -3.649  -0.190  1.694  0.07
H  -3.162  -1.230  -1.734  0.07
H  -4.447  -0.524  -0.741  0.06
H  -3.677  0.518  -2.084  0.10

***

3.
The following is a DFT calculation (ωB97M-V with the def2-TZVPD basis set) of C20H20N6O2PdS3 as an isolated structure.

* ⟨S²⟩: 6.051
* HOMO level (spin up / spin down): -7.37 / -7.38 eV
* gap between HOMO and LUMO (spin up / spin down): 7.36 / 4.19 eV
* E: -70082.390 eV
* multiplicity: 5

Each line ends with the Löwdin charge.
Positions of all 52 atoms, in Å:
Pd  -0.791  0.001  0.681  0.67
C  1.723  0.895  2.150  -0.07
N  1.445  0.018  0.990  -0.23
C  1.917  0.644  -0.267  -0.15
C  1.339  -0.025  -1.506  -0.17
N  -0.103  0.238  -1.635  -0.21
C  -0.350  1.578  -2.207  -0.05
C  -0.853  -0.736  -2.352  -0.32
C  -0.284  -1.536  -3.331  -0.01
C  -1.068  -2.415  -4.069  -0.05
C  -2.441  -2.485  -3.870  -0.07
C  -3.028  -1.696  -2.904  -0.10
C  -2.246  -0.854  -2.090  -0.62
S  -3.004  -0.146  -0.719  0.86
C  1.984  -1.310  1.171  -0.26
C  3.305  -1.476  1.552  -0.01
C  3.843  -2.744  1.733  -0.04
C  3.066  -3.878  1.529  -0.07
C  1.754  -3.734  1.136  -0.09
C  1.189  -2.457  0.952  -0.56
S  -0.454  -2.371  0.472  0.87
H  2.791  1.104  2.259  0.09
H  1.324  0.431  3.047  0.07
H  1.189  1.828  1.996  0.06
H  3.012  0.616  -0.322  0.13
H  1.612  1.689  -0.217  0.12
H  1.495  -1.103  -1.433  0.11
H  1.885  0.327  -2.390  0.13
H  0.060  1.624  -3.223  0.10
H  0.094  2.338  -1.576  0.08
H  -1.419  1.765  -2.242  0.08
H  0.774  -1.464  -3.546  0.11
H  -0.600  -3.029  -4.828  0.11
H  -3.047  -3.154  -4.465  0.11
H  -4.093  -1.742  -2.721  0.10
H  3.928  -0.609  1.720  0.12
H  4.877  -2.842  2.038  0.11
H  3.486  -4.863  1.678  0.11
H  1.126  -4.599  0.968  0.10
O  -3.486  0.327  2.394  -0.61
S  -2.490  -0.300  3.262  0.67
N  -1.127  -0.586  2.739  -0.52
N  -2.275  3.990  0.172  0.17
C  -1.612  3.190  1.062  -0.50
O  -0.999  2.190  0.574  -0.18
C  -1.613  3.564  2.417  -0.21
C  -2.369  4.695  2.811  -0.24
N  -2.994  5.639  3.039  0.13
C  -0.845  2.869  3.377  -0.24
N  -0.213  2.323  4.172  0.15
H  -2.891  4.706  0.525  0.09
H  -2.520  3.565  -0.703  0.09

***

4.
The following is a DFT calculation (ωB97M-V with the def2-TZVPD basis set) of one molecule with the formula C2H2Cl2N2 in a non-equilibrium geometry.

* structure (SMILES): ClNC#CNCl
* HOMO level: -8.89 eV
* gap between HOMO and LUMO: 8.54 eV
* E: -30126.959 eV

Each line ends with the Löwdin charge.
Positions of all 8 atoms, in Å:
C  0.532  -0.284  -0.310  -0.21
C  -0.532  -0.279  0.305  -0.21
N  1.811  -0.304  -0.534  -0.36
N  -1.810  -0.301  0.535  -0.36
Cl  2.842  1.018  0.186  0.49
Cl  -2.848  1.011  -0.185  0.49
H  2.123  -0.432  -1.486  0.08
H  -2.117  -0.429  1.489  0.08